(1)
ORCA calculation (wB97M-V/def2-TZVPD) on C6H10O in the gas phase at a distorted geometry.

```
17
Properties=species:S:1:pos:R:3:forces:R:3:lowdin_charge:R:1
C -0.727371 -1.533974 -0.676926 1.32 0.17 -0.74 -0.07
C 0.088957 -1.868689 0.554238 2.32 0.83 -1.42 -0.07
C -1.026803 0.549707 1.018323 3.37 -0.53 -1.12 0.06
C -0.216299 -0.430849 0.231602 -1.59 -0.72 -1.10 -0.47
C 0.513454 0.813346 -0.023090 -0.38 0.21 3.37 -0.32
C 0.598044 1.724593 -1.197347 -1.18 0.37 -1.62 -0.04
O 1.597959 1.049238 0.901059 -1.42 -1.09 -0.52 -0.03
H -0.365410 -1.655744 -1.748274 -0.20 0.13 1.73 0.13
H -1.730832 -1.820275 -0.514676 -1.11 0.06 -0.24 0.08
H -0.391831 -2.329817 1.369460 -0.65 -0.29 0.83 0.09
H 1.148886 -2.155683 0.450122 -0.64 0.00 -0.12 0.11
H -1.921294 0.912941 0.612667 -1.13 0.43 -0.29 0.06
H -0.847105 0.451632 2.098647 -0.23 0.72 -0.50 0.09
H -0.075642 1.310175 -2.057895 0.56 1.34 1.75 0.12
H 1.559138 1.728591 -1.714275 0.45 -0.52 0.54 0.07
H 0.502654 2.830202 -0.895419 -0.57 -1.74 -0.57 0.11
H 1.293496 0.424604 1.591783 1.08 0.64 0.02 0.09
```
Positions in Å, forces in eV/Å.

Computed properties:
Structure (SMILES): C[C@@]1(O)CC12CC2
Strongest force on any atom, hartree/bohr: 0.0698
E_HOMO, eV: -8.04
Frontier orbital gap, eV: 9.05
Molecular weight, g mol⁻¹: 98.1

***

(2)
ORCA calculation (wB97M-V/def2-TZVPD) on C6H10O in the gas phase.

```
17
Properties=species:S:1:pos:R:3:forces:R:3:lowdin_charge:R:1
C 2.059197 0.427679 0.289666 0.07 0.01 0.03 -0.06
C 0.645300 0.047837 0.631393 0.01 -0.20 0.05 -0.38
C 0.354852 -1.102357 1.236171 0.01 0.08 -0.02 0.04
C -1.229764 -0.760399 -1.460014 0.26 0.05 -0.22 -0.26
C -1.643836 0.269306 -0.431292 -0.02 -0.02 0.05 -0.17
C -0.435170 0.999752 0.151690 0.02 0.06 -0.02 -0.17
O -0.236791 -0.664492 -2.140641 -0.42 -0.02 0.21 0.05
H 2.255568 1.491536 0.467993 -0.08 -0.14 0.03 0.08
H 2.223300 0.246809 -0.780748 -0.03 0.05 0.14 0.09
H 2.783920 -0.160685 0.860298 -0.11 0.07 -0.11 0.08
H -0.668005 -1.419798 1.422505 0.11 0.08 0.01 0.06
H 1.129813 -1.799763 1.537161 -0.01 0.13 0.01 0.06
H -1.899556 -1.637905 -1.572059 0.00 0.09 -0.06 0.12
H -2.241064 -0.218541 0.345543 0.07 0.00 -0.09 0.11
H -2.322977 0.972923 -0.933022 0.06 -0.08 0.05 0.12
H -0.017985 1.667984 -0.607068 0.01 -0.12 0.05 0.11
H -0.756797 1.640113 0.982421 0.03 -0.05 -0.11 0.12
```
Positions in Å, forces in eV/Å.

Computed properties:
Structure (SMILES): C=C(C)CCC=O
Strongest force on any atom, hartree/bohr: 0.0092
E_HOMO, eV: -9.30
Frontier orbital gap, eV: 10.33
Molecular weight, g mol⁻¹: 98.1

***

(3)
ORCA calculation (wB97M-V/def2-TZVPD) on C6H10O in the gas phase.

```
17
Properties=species:S:1:pos:R:3:forces:R:3:lowdin_charge:R:1
C 1.191657 -0.153613 0.749282 -0.10 0.04 -0.12 -0.18
C 0.775764 1.307073 0.545232 0.16 -0.12 0.12 -0.21
O -0.473637 1.576729 -0.067699 0.23 0.21 -0.06 -0.14
C -1.560393 0.738486 0.206723 -0.23 -0.31 -0.06 -0.23
C -1.536647 -0.496349 -0.651123 -0.02 -0.13 0.02 -0.08
C -0.446572 -1.177268 -0.976020 -0.02 -0.19 -0.09 -0.11
C 0.968602 -1.001198 -0.499877 -0.14 -0.02 -0.01 -0.20
H 0.720171 -0.621780 1.623436 -0.09 0.15 -0.20 0.11
H 2.277658 -0.152346 0.948922 -0.37 0.11 0.09 0.12
H 0.821207 1.859071 1.493242 0.16 -0.08 -0.03 0.12
H 1.493408 1.722972 -0.160163 0.13 0.30 0.13 0.12
H -1.643463 0.475995 1.273572 0.03 0.17 -0.07 0.13
H -2.453435 1.302174 -0.082608 0.12 0.05 0.27 0.12
H -2.499888 -0.774689 -1.073638 0.16 -0.14 -0.02 0.10
H -0.532326 -1.991581 -1.687906 -0.23 -0.06 -0.01 0.10
H 1.560001 -0.600512 -1.334959 0.03 -0.05 0.11 0.12
H 1.337895 -2.013162 -0.306417 0.19 0.08 -0.07 0.11
```
Positions in Å, forces in eV/Å.

Computed properties:
Structure (SMILES): C1=CCOCCC1
Strongest force on any atom, hartree/bohr: 0.0078
E_HOMO, eV: -9.17
Frontier orbital gap, eV: 10.23
Molecular weight, g mol⁻¹: 98.1

***

(4)
ORCA calculation (wB97M-V/def2-TZVPD) on C6H10O in the gas phase at a distorted geometry.

```
17
Properties=species:S:1:pos:R:3:forces:R:3:lowdin_charge:R:1
C 3.391286 0.003070 -0.153417 0.78 0.53 0.47 -0.13
C 1.981708 -0.170125 -0.541009 -1.26 0.35 0.38 -0.20
C 0.942987 0.161478 0.268473 1.24 -1.83 -0.22 -0.15
C -0.272860 -0.673258 0.130486 -3.32 3.24 -0.61 -0.08
C -1.539722 -0.069788 0.280285 0.27 -0.41 -2.14 -0.27
O -1.702535 1.370545 0.419279 -1.78 -4.14 0.68 0.03
C -2.851010 -0.697509 -0.247934 1.07 0.18 1.27 -0.04
H 4.010115 -0.503055 -0.898785 0.26 0.44 0.12 0.06
H 3.602493 1.108480 -0.108193 0.39 -1.15 0.22 0.09
H 3.578600 -0.534697 0.823336 -0.06 0.95 -0.89 0.10
H 1.811243 -0.647737 -1.517464 -0.25 -0.17 0.66 0.11
H 1.170870 0.714582 1.201718 -0.29 -0.38 -0.49 0.12
H -0.223262 -1.487007 -0.608187 -0.13 -0.09 1.08 0.11
H -0.798811 1.501230 0.399683 3.20 2.05 0.02 0.01
H -2.630817 -1.680632 -0.727575 -0.29 0.93 0.19 0.08
H -3.221031 0.095706 -0.904368 -0.26 -0.60 -0.26 0.08
H -3.593455 -0.854433 0.564297 0.44 0.11 -0.47 0.08
```
Positions in Å, forces in eV/Å.

Computed properties:
Structure (SMILES): C/C=C/C=C(/C)O
Strongest force on any atom, hartree/bohr: 0.0910
E_HOMO, eV: -7.93
Frontier orbital gap, eV: 8.54
Molecular weight, g mol⁻¹: 98.1

***

(5)
ORCA calculation (wB97M-V/def2-TZVPD) on C6H10O in the gas phase.

```
17
Properties=species:S:1:pos:R:3:forces:R:3:lowdin_charge:R:1
C -0.366014 -1.658638 -0.414341 -0.01 -0.01 -0.03 -0.08
C 0.544432 -1.042562 0.630046 -0.04 -0.14 0.07 -0.31
C 1.804881 -0.379004 0.157233 0.20 -0.01 -0.07 -0.09
C 0.725971 0.451670 0.806917 -0.07 0.04 0.12 -0.27
C -0.113542 1.413847 0.039829 -0.23 -0.06 -0.07 -0.08
C -1.424040 1.203579 -0.083667 0.30 -0.17 0.19 -0.21
O -2.312664 1.916320 -0.820024 0.08 0.28 -0.17 0.01
H -0.354299 -1.084510 -1.345934 0.01 -0.07 0.17 0.08
H -0.018997 -2.672097 -0.644677 -0.04 0.12 0.03 0.08
H -1.410107 -1.733523 -0.088224 0.18 0.00 0.01 0.07
H 0.613987 -1.620864 1.549031 0.06 0.07 -0.14 0.13
H 1.930984 -0.295741 -0.920279 -0.05 0.01 0.16 0.11
H 2.726401 -0.544874 0.707926 -0.13 0.08 -0.09 0.10
H 0.982983 0.768044 1.818955 -0.12 -0.10 -0.15 0.13
H 0.351033 2.296386 -0.405130 -0.05 -0.19 -0.04 0.11
H -1.908972 0.372133 0.419278 0.04 0.14 -0.09 0.12
H -1.817875 2.529994 -1.378943 -0.14 0.04 0.10 0.10
```
Positions in Å, forces in eV/Å.

Computed properties:
Structure (SMILES): C[C@H]1C[C@H]1/C=C/O
Strongest force on any atom, hartree/bohr: 0.0076
E_HOMO, eV: -8.63
Frontier orbital gap, eV: 9.58
Molecular weight, g mol⁻¹: 98.1

***

(6)
ORCA calculation (wB97M-V/def2-TZVPD) on a 2-piece molecular cluster, C6H10O overall.

```
17
Properties=species:S:1:pos:R:3:forces:R:3:lowdin_charge:R:1
O -0.839088 1.118479 1.184624 -0.41 0.20 -0.36 0.03
C -1.680763 1.543358 0.420998 0.25 -0.09 0.26 -0.26
C -2.326099 0.734288 -0.644294 0.04 -0.26 -0.04 -0.13
C -2.062688 -0.566594 -0.771053 -0.04 0.15 0.01 0.05
C 1.543290 -0.495414 -0.588924 -0.05 -0.01 -0.20 -0.18
C 2.257586 0.137374 0.569283 0.12 0.15 0.09 -0.17
C 1.481259 -1.131198 0.772261 -0.07 -0.14 0.12 -0.18
H -2.015595 2.598589 0.491302 0.06 -0.12 0.00 0.11
H -3.018950 1.246273 -1.308827 0.09 -0.07 0.11 0.09
H 0.651172 -0.003169 -0.966070 0.16 -0.07 0.09 0.07
H -2.522666 -1.173149 -1.545519 0.04 0.11 0.10 0.07
H -1.365239 -1.055481 -0.094730 -0.11 0.10 -0.09 0.06
H 2.140930 -0.984716 -1.353534 -0.09 0.07 0.15 0.09
H 3.342991 0.089857 0.592250 -0.19 -0.02 -0.02 0.09
H 1.830743 1.045581 0.984002 0.07 -0.16 -0.07 0.08
H 2.031366 -2.055207 0.929524 -0.07 0.17 -0.04 0.09
H 0.551751 -1.048870 1.328706 0.17 -0.01 -0.11 0.07
```
Positions in Å, forces in eV/Å.

Computed properties:
Structure (SMILES): C=CC=O.C1CC1
Strongest force on any atom, hartree/bohr: 0.0114
E_HOMO, eV: -10.17
Frontier orbital gap, eV: 10.11
Molecular weight, g mol⁻¹: 98.1

***

The energy results, record by record, are as follows: -8427.9728 -8430.7324 -8430.4613 -8429.0064 -8430.0978 -8429.5066 eV.
The energy relative to the best compared isomer or geometry (same formula, charge and spin) results, record by record, are as follows: 315.3 49.0 75.2 215.5 110.2 167.3 kJ/mol.